Density functional theory data (ωB97M-V/def2-TZVPD) for an isolated molecule of C5H9N.

The geometry in ORCA input format:
```
! RIJCOSX wB97M-V def2-TZVPD def2/J DEFGRID3
* xyz 0 1
C 1.329 1.297 -0.126
C -0.054 0.896 0.223
C -0.254 -0.662 0.343
C -1.714 -1.092 0.244
C 0.657 -1.286 -0.676
N 1.596 -0.669 -1.124
H 2.046 1.335 0.698
H 2.220 0.068 -1.429
H 1.425 2.159 -0.790
H -0.377 1.282 1.201
H -0.766 1.267 -0.524
H 0.155 -1.002 1.306
H -2.312 -0.590 1.010
H -2.129 -0.831 -0.736
H -1.820 -2.172 0.379
*
```

Summary:
Kohn-Sham gap (spin up / spin down) in Eh: 0.2979 / 0.2947
ΔE to the lowest compared entry with this formula, charge and spin in eV: 4.292
E_LUMO (spin up / spin down) in eV: 0.77 / 0.80
Largest force on an atom in hartree/bohr: 0.0116

The molecule's Mulliken atomic charges, reported in e, are given here: number 1, C, carries -1.141; number 2, C, carries -0.513; number 3, C, carries 0.530; number 4, C, carries -1.371; number 5, C, carries -0.234; number 6, N, carries -0.256; number 7, H, carries 0.308; number 8, H, carries 0.383; number 9, H, carries 0.376; number 10, H, carries 0.356; number 11, H, carries 0.303; number 12, H, carries 0.192; number 13, H, carries 0.324; number 14, H, carries 0.361; number 15, H, carries 0.382